# 1
15
Properties=species:S:1:pos:R:3:forces:R:3 method="wB97M-V/def2-TZVPD" total_energy_ev=-29429.8376 e_homo_ev=-8.8529 lumo_ev=0.25 smiles="C=[Si](F)c1cccs1.F"
C 2.3590 -1.2740 0.7559 -0.701 0.865 0.014
H -2.9138 1.4979 -1.4895 -0.203 -0.981 -0.628
F 0.4844 -0.6068 2.8452 0.059 -0.151 -0.085
H 2.8839 -1.9169 1.4590 0.093 0.186 -0.183
H -1.8639 3.5003 -0.5517 -0.741 0.546 -0.153
C -1.3438 0.2316 -0.4335 0.982 -0.197 0.859
C -0.3474 0.4938 0.4727 -0.145 2.047 -0.219
Si 0.9371 -0.4694 1.3199 0.822 -0.949 -0.226
H 2.9018 -0.8968 -0.1299 -0.480 -0.492 0.483
S -0.3121 2.2575 0.7718 -0.696 -1.005 -0.635
H 1.4602 -2.9143 -1.1595 -0.485 0.151 -0.598
C -1.6645 2.4836 -0.3266 3.320 2.462 2.509
H -1.4780 -0.7730 -0.7186 -0.524 -0.919 -0.639
F 0.9508 -2.9829 -1.9533 0.476 0.009 0.748
C -2.0537 1.3694 -0.8621 -1.778 -1.573 -1.247

# 2
21
Properties=species:S:1:pos:R:3:forces:R:3 method="wB97M-V/def2-TZVPD" total_energy_ev=-34877.3473 e_homo_ev="-8.3360 / -8.3368" lumo_ev="0.14 / 0.14"
C -1.4468 -0.1358 0.3386 1.096 -0.271 0.553
H 0.0618 3.7129 1.0086 2.332 0.326 1.633
H -2.7120 1.5133 -0.4728 1.119 -0.776 0.144
F -0.6933 -2.5679 -1.3698 0.685 0.039 -0.299
N 1.3851 0.4863 -1.8679 -2.308 -0.694 1.643
N 0.2186 1.3474 1.1450 0.916 -1.987 -0.435
O 0.9119 -0.8928 0.2965 0.954 0.141 -0.008
H -2.0419 -0.9781 0.0884 -0.108 -0.853 0.203
H 0.8730 -0.5478 2.8589 0.702 0.162 0.296
F 0.3557 -1.8730 -3.1743 -0.379 -0.676 0.175
S 1.6656 -0.8196 -1.1616 -0.227 -0.796 0.380
O 1.2431 1.7595 1.8015 -0.278 0.466 -0.214
C -0.6571 1.9942 0.4535 -0.482 2.130 0.906
C -0.0324 -0.1618 1.0785 -2.464 0.425 -0.131
O -0.6303 3.3913 0.4923 -2.947 -3.211 -2.373
C -1.7748 1.0786 -0.0501 0.793 2.584 0.777
F 1.2424 -3.4739 -1.9493 -0.905 1.180 0.174
H -0.4298 -1.5844 2.5743 0.247 0.198 -0.341
N -0.0152 -0.6713 2.4293 -1.202 0.648 -1.772
C 0.5064 -2.3141 -1.9129 0.973 0.604 -0.236
H 1.9699 0.7370 -2.6066 1.484 0.361 -1.074

# 3
16
Properties=species:S:1:pos:R:3:forces:R:3 method="wB97M-V/def2-TZVPD" total_energy_ev=-18313.6227 e_homo_ev="-7.2954 / -9.0115" lumo_ev="0.38 / -0.99" multiplicity=2
H -2.5889 -0.0014 4.1778 -0.058 0.054 -0.259
C 2.7655 -0.5533 0.6393 0.780 0.178 -0.511
H -2.0111 2.3598 2.5072 0.032 -0.257 0.083
O -1.4074 -1.3251 0.5782 -1.845 0.851 -0.003
O -1.4002 0.7659 1.3371 0.378 1.518 0.757
H 3.5841 -1.1210 1.1170 -0.733 -0.200 -0.114
C -1.6784 1.3300 2.6665 -0.426 0.137 -0.716
C -1.8970 -0.4513 1.2675 2.252 -1.772 0.395
Hg 0.8049 -1.6850 -0.4626 1.563 0.478 0.269
O -2.7546 -0.6936 2.2392 -0.859 -0.260 0.600
H -0.7935 1.3422 3.3121 0.036 -0.269 -0.509
F 4.4127 1.2140 0.5693 -0.992 -0.777 -0.088
H -3.7789 0.8495 3.1338 0.234 -0.079 0.094
H 2.5662 1.4454 -0.2186 0.205 -0.444 0.046
C -2.7825 0.3960 3.1772 -0.318 0.173 -0.154
C 3.1519 0.6592 0.2706 -0.250 0.667 0.109

# 4
13
Properties=species:S:1:pos:R:3:forces:R:3 method="wB97M-V/def2-TZVPD" total_energy_ev=-9485.8529 e_homo_ev=-8.6192 lumo_ev=0.49 smiles="N[C@@H]1C=CC(F)=C1"
H -1.0474 1.3476 -1.7110 1.469 -1.927 1.533
C 0.4426 -0.5382 0.9612 -0.352 2.943 5.389
H -0.4519 0.9969 2.5022 0.539 -0.609 0.087
H -0.2089 -1.8347 -1.2177 1.140 0.263 -1.552
H 0.8517 -1.3024 1.8889 -0.527 1.888 -3.673
N 0.6596 -1.2767 -1.4957 -5.843 -2.509 -0.664
H 1.6102 0.1718 -0.7827 -1.850 0.676 1.437
H 1.3326 -1.9911 -1.5103 1.852 -0.182 0.736
C -0.5957 0.7855 -0.7734 -0.683 1.011 -3.622
C -1.0208 1.1972 0.3841 2.501 -0.321 3.587
F -1.9244 2.0637 0.7927 -0.819 0.756 -0.799
C -0.1870 0.6373 1.5093 -0.754 -3.646 -2.590
C 0.5393 -0.2570 -0.5477 3.327 1.657 0.129

# 5
13
Properties=species:S:1:pos:R:3:forces:R:3 method="wB97M-V/def2-TZVPD" total_energy_ev=-9481.4087 e_homo_ev="-8.6151 / -8.6156" lumo_ev="-1.07 / -1.07"
H -1.1636 -1.2778 0.4927 -0.731 -1.154 1.022
H 0.9773 -0.5795 -2.8184 0.535 -0.373 0.977
H -1.6616 0.2498 2.0731 0.831 0.215 0.088
C 1.9758 -0.4887 -0.8380 0.230 -0.525 1.664
H 0.8308 -0.8148 0.5276 -0.902 0.485 -0.874
C -1.1539 1.0151 1.4455 -0.806 2.307 0.778
C -0.4947 0.6508 0.2113 1.082 1.518 0.663
N -0.2567 -1.1061 -1.2980 1.039 -0.577 -0.315
H -0.5122 1.8346 1.9731 -1.175 -1.590 -0.546
F 2.9645 0.2995 -1.1566 -0.440 0.121 -0.334
C 0.8969 -0.6882 -1.7020 -0.544 0.614 -3.316
C -0.3860 -0.7374 0.0258 0.166 -0.743 -0.106
H -2.0167 1.6427 1.0639 0.717 -0.299 0.300

# 6
14
Properties=species:S:1:pos:R:3:forces:R:3 method="wB97M-V/def2-TZVPD" total_energy_ev=-11535.5880 e_homo_ev=-9.0531 lumo_ev=0.69
F -1.8613 1.6765 -0.0345 0.435 -0.062 -0.302
C 0.7690 1.7033 -0.1149 1.258 0.396 -0.165
H 2.1797 -0.5267 1.1740 -0.037 -0.165 -0.332
C 2.1289 -0.7129 0.0890 -0.101 -0.212 0.078
H 2.5900 -1.6878 -0.1586 -0.544 0.551 0.117
H -2.8085 -0.4469 0.9180 0.758 -0.111 -0.978
C 0.1115 0.4410 -0.1882 -2.352 0.952 -0.141
O 0.7450 -0.7260 -0.3512 1.504 -0.703 0.106
H 2.6659 0.0865 -0.4240 0.039 -0.100 -0.013
C -2.1743 -0.6382 -0.0041 -0.883 -0.669 0.830
C -1.2371 0.4828 -0.1665 0.253 -0.039 0.923
N 1.4175 2.6560 -0.0596 -0.413 -0.264 0.036
H -1.6393 -1.5914 0.1608 -0.277 0.505 -0.322
H -2.8870 -0.7162 -0.8402 0.357 -0.078 0.165

# 7
14
Properties=species:S:1:pos:R:3:forces:R:3 method="wB97M-V/def2-TZVPD" total_energy_ev=-11527.6264 e_homo_ev="-8.0144 / -8.2181" lumo_ev="-0.95 / -1.09"
H -3.2140 -0.5362 -0.6857 0.021 0.704 0.129
H 3.0891 -1.0749 -1.0335 0.390 0.134 -0.058
H -3.9173 0.4626 0.6874 1.482 -0.013 -1.018
H 2.2261 -1.9023 0.2662 0.792 1.095 -0.237
H 3.5113 -0.6535 0.7058 -0.953 -0.093 -1.000
C -1.7497 0.3241 0.6422 1.018 0.687 2.360
C 1.5956 1.3264 0.2756 1.047 3.424 1.093
O -0.7900 -0.2344 -0.0054 -2.606 1.067 -2.818
C 1.5637 0.0475 -0.0788 -2.121 -2.636 -0.056
N 0.4237 -0.6767 0.0344 1.635 -1.777 1.070
F 0.6563 2.1863 -0.0331 -0.266 -0.234 -0.325
C -3.0526 0.3767 -0.0614 -0.863 -1.296 0.239
H -3.0409 1.2710 -0.6804 -0.091 0.139 -0.197
C 2.6988 -0.9167 -0.0331 0.515 -1.200 0.818

# 8
14
Properties=species:S:1:pos:R:3:forces:R:3 method="wB97M-V/def2-TZVPD" total_energy_ev=-11536.5255 e_homo_ev=-9.7092 lumo_ev=0.84
H -2.0865 0.4740 -0.7699 -0.167 0.159 0.000
C -1.1147 0.5244 -0.2893 0.276 -0.480 -0.432
C -0.7507 -1.5288 -0.3655 0.152 -0.220 -0.113
H 0.1946 -0.2380 -2.1192 -0.194 -0.022 0.644
H -0.1378 -2.4088 -0.1793 -0.045 0.039 0.050
C -0.0368 -0.3194 -1.0439 0.178 0.171 -0.145
H -1.5489 -0.6805 1.6404 -0.225 -0.087 0.252
C -0.8912 -0.5399 0.8024 0.128 0.202 -0.278
O 2.2552 0.2751 -0.2693 -0.118 -0.056 0.107
C 1.1308 -0.0889 -0.0560 -0.211 -0.039 -0.586
H -1.6958 -1.8037 -0.8305 0.020 0.087 -0.039
H 0.7525 0.2883 1.9358 -0.162 -0.618 -0.676
N 0.5181 -0.3544 1.1628 0.431 0.622 1.111
F -0.7967 1.8183 0.0057 -0.061 0.242 0.105

# 9
14
Properties=species:S:1:pos:R:3:forces:R:3 method="wB97M-V/def2-TZVPD" total_energy_ev=-20321.2397 e_homo_ev=-9.0674 lumo_ev=-0.90 smiles="F/C=C/C(=S)[C@@H]1CN1"
H 2.4266 0.7970 -0.2522 0.052 -3.483 -0.330
C 2.2541 -1.1828 0.6960 -0.571 -0.524 -3.302
H 1.2981 -1.8091 -1.1916 -1.879 1.483 1.037
H -1.1658 -1.5476 -0.2240 0.423 -1.195 0.217
C -2.2842 0.0421 0.0383 -2.342 2.105 0.373
H 2.0564 -0.6337 1.5529 -0.219 0.326 1.901
F -3.4686 -0.6880 0.0237 1.884 1.151 -0.097
H -2.3881 1.1635 0.0844 -0.506 -1.416 0.073
C 0.2301 0.1439 -0.0450 -3.294 -3.754 -1.574
H 2.6453 -2.2407 0.6836 -0.046 1.607 0.306
N 2.4906 -0.3147 -0.4765 2.011 1.355 0.416
S 0.4511 1.7139 0.0612 0.483 1.154 0.501
C -1.1123 -0.5140 -0.0028 0.756 -0.142 -0.312
C 1.1946 -0.9485 -0.4384 3.247 1.335 0.792

# 10
14
Properties=species:S:1:pos:R:3:forces:R:3 method="wB97M-V/def2-TZVPD" total_energy_ev=-20320.3053 e_homo_ev=-8.3624 lumo_ev=-0.45
C -0.5981 0.3705 -0.0432 -1.329 -1.741 1.465
F 1.8033 -0.0889 -1.1567 -0.586 3.982 -2.741
C 1.2167 1.2632 -1.3534 4.178 -0.938 1.663
N 0.0421 -0.8015 0.2349 1.979 0.710 1.681
H -0.2685 2.3662 -0.4783 -2.019 4.707 0.234
C 0.1610 1.4993 -0.6015 1.181 -5.029 -1.048
H -0.1774 -2.6088 1.1950 -0.169 -1.530 0.526
C 1.3215 -1.0466 0.9081 5.124 -0.541 -4.360
H 2.0527 -1.5694 0.0712 -1.925 0.471 2.842
S -2.2327 0.3141 0.2317 0.248 1.071 -0.322
H 2.0366 -0.3206 1.4246 -1.917 -0.489 -0.385
C 0.1604 -1.6519 1.4454 -1.839 1.805 0.358
H 2.0631 2.0162 -1.6451 -2.019 -1.702 -0.021
H -0.0771 -1.1059 2.3587 -0.909 -0.777 0.108

# 11
14
Properties=species:S:1:pos:R:3:forces:R:3 method="wB97M-V/def2-TZVPD" total_energy_ev=-20317.1890 e_homo_ev=-8.4029 lumo_ev=-1.86
H 1.8285 -2.0631 -0.3404 0.466 0.116 -0.094
S -2.7809 -1.2837 -0.1154 -2.364 -1.883 -0.049
C -0.1127 -1.3636 0.0857 3.340 -5.182 -1.196
H 3.0927 0.4543 0.0379 -3.146 -2.020 -2.163
H 0.1540 1.1261 1.0261 3.760 -2.452 3.427
C 1.2756 -1.1334 -0.3059 -6.200 -6.004 3.382
C -1.3044 -0.7297 -0.1025 -0.703 5.442 -0.306
C -0.5340 1.6049 0.5354 -2.293 0.606 -1.846
C -1.3567 0.8276 -0.1340 1.167 -0.010 0.332
H -0.3922 -2.5294 0.0789 1.111 2.453 0.344
F -2.2931 1.5137 -0.7558 -1.320 -0.764 -1.059
N 1.7094 -0.0404 -0.6565 5.889 12.158 2.793
H -0.5712 2.6401 0.6052 -0.373 1.608 -0.037
H 1.2848 0.9765 0.0413 0.666 -4.070 -3.526

# 12
16
Properties=species:S:1:pos:R:3:forces:R:3 method="wB97M-V/def2-TZVPD" charge=+2 total_energy_ev=-15780.8521 e_homo_ev="-16.7608 / -16.7621" lumo_ev="-8.70 / -10.75" multiplicity=2
H -1.3935 -1.0689 0.9520 1.845 1.629 -4.566
H -3.0474 2.3408 -0.6889 -0.161 -0.141 -0.035
Hg 2.3489 -2.4752 -0.6070 -0.151 0.195 0.187
O 1.6007 1.5222 0.3103 0.811 0.325 -0.126
H -2.2758 -0.5521 2.2230 -1.569 -2.078 -0.671
C -1.4666 0.0991 0.3137 -2.187 -6.458 5.493
C 0.8833 0.5438 0.3423 -1.284 0.584 -0.922
Li 3.1707 2.2622 -0.2858 -0.264 0.142 0.254
O -0.5554 0.9621 0.4103 2.718 2.584 -0.935
C -3.1704 0.2373 -0.3874 0.085 -4.073 1.671
C -2.5270 -0.0255 1.2940 -1.569 6.697 -0.719
C -3.4257 1.3776 -1.0395 1.211 0.993 0.567
H -2.8602 0.9118 1.7524 -0.032 0.486 -0.229
O 1.0443 -0.6617 0.3184 0.404 -1.122 0.008
H -3.5919 -0.7113 -0.7225 0.378 0.355 -0.311
H -3.8759 1.3553 -2.0324 -0.233 -0.117 0.336

# 13
13
Properties=species:S:1:pos:R:3:forces:R:3 method="wB97M-V/def2-TZVPD" total_energy_ev=-14869.4512 e_homo_ev=-8.9348 lumo_ev=0.77 smiles="[H]/N=C/[C@@]1(I)C=CC1"
C -0.0825 -0.6593 -1.3560 -1.140 0.025 1.590
C -1.0267 0.0555 -0.0461 0.451 -4.012 -3.120
H -0.7677 -1.8587 1.2621 0.203 1.197 -0.394
H 0.1299 -0.8777 -2.4100 -0.779 1.113 0.110
H -1.1626 3.2705 -0.0004 1.077 0.529 -0.147
C 0.5568 -1.2887 -0.4027 0.367 -0.973 1.449
H 0.3061 -0.3693 1.6096 -0.314 -0.830 -0.092
N -1.3718 2.2989 -0.0878 -0.613 0.079 0.145
I -3.0911 -0.1569 -0.1853 -0.437 -0.174 0.067
H 1.3701 -1.9725 -0.4566 0.673 -0.503 -0.146
C -0.2430 -0.9607 0.8385 0.737 0.591 -0.150
C -0.5184 1.3766 -0.0145 -1.797 2.367 0.489
H 0.5276 1.4069 0.0916 1.573 0.591 0.199

# 14
15
Properties=species:S:1:pos:R:3:forces:R:3 method="wB97M-V/def2-TZVPD" total_energy_ev=-26761.1378 e_homo_ev="-7.3650 / -8.5188" lumo_ev="-1.01 / -0.46"
H 2.9640 -3.6723 -0.6867 -0.802 0.622 1.248
H 2.5865 -3.7914 1.4977 -0.130 0.593 -0.997
H -0.2019 1.0085 -2.5205 -0.487 0.532 1.134
C -0.3888 1.2879 1.7848 -1.007 1.029 -1.933
H -1.4768 1.5957 -1.2599 -0.872 0.483 0.321
C 0.5724 0.8955 0.9247 -2.126 0.457 1.067
I 4.4796 0.3606 -0.1386 -0.501 0.131 0.003
C 2.3486 0.0213 0.0291 1.765 -1.431 -0.614
H -1.3390 1.7791 1.3702 1.636 -1.046 0.123
C -0.5020 1.2647 -1.4708 2.334 -1.667 0.393
C 0.4067 0.8767 -0.5325 -0.768 0.904 -2.390
O 1.8093 0.3453 1.2289 -0.944 0.696 -0.992
O 1.6030 0.3696 -1.0588 0.271 -0.018 2.084
H -0.4346 1.3556 2.8387 0.832 -0.404 0.910
P 2.0374 -3.0575 0.3353 0.799 -0.882 -0.357

# 15
15
Properties=species:S:1:pos:R:3:forces:R:3 method="wB97M-V/def2-TZVPD" total_energy_ev=-11626.8406 e_homo_ev="-6.8535 / -7.1681" lumo_ev="-0.92 / -0.92" multiplicity=2
O 3.6643 -0.4024 0.2681 -2.588 0.183 -0.207
C 2.9823 0.5255 0.0228 3.776 1.314 0.060
H -1.5565 -2.6894 -0.9615 0.239 0.195 0.196
H -1.2021 -1.0672 1.5581 -0.158 -0.021 -0.228
H 0.7981 0.3190 0.2499 -2.050 1.101 0.760
C -1.6358 -1.0081 0.5454 0.077 -0.106 0.034
Li 1.5903 3.1228 -0.5141 -0.654 -0.752 0.271
C -0.3292 1.1003 0.1818 2.506 -1.158 -1.428
H 0.0824 -1.8585 -0.6174 -0.370 -0.091 0.143
H -2.2150 0.8048 -0.6670 0.014 0.222 0.717
O 2.9574 1.6942 -0.2587 -1.698 -1.149 0.153
C -0.9702 -1.9943 -0.3569 -0.044 -0.154 -0.385
O 0.0157 2.2841 -0.1318 0.443 0.639 -0.043
H -2.7072 -1.2464 0.6410 0.381 0.088 0.040
C -1.4743 0.4156 0.0403 0.126 -0.311 -0.084

# 16
17
Properties=species:S:1:pos:R:3:forces:R:3 method="wB97M-V/def2-TZVPD" charge=+2 total_energy_ev=-14698.7897 e_homo_ev=-14.9387 lumo_ev=-10.60
O 2.2682 -3.5477 0.0819 -0.728 0.229 0.182
H 1.7271 1.9707 -0.8423 0.891 0.104 0.176
Y 0.3025 2.6279 2.2544 0.741 -1.184 -1.232
C -0.1934 0.0639 -0.4083 1.147 -3.841 1.835
O 1.9065 2.6203 1.0885 1.071 -0.623 1.076
H 1.8229 0.3347 1.2217 -2.713 -2.054 -0.240
Li 1.7778 -4.4840 -1.5690 -0.057 0.269 0.327
H -1.1045 -1.8353 0.2356 0.236 -0.237 0.021
C -0.2989 -1.2374 0.6792 -2.307 -3.467 -2.812
C 1.1697 -2.9590 -0.0740 1.416 -1.254 -1.675
C 0.8238 0.5617 0.4811 3.653 6.663 3.374
H -1.2442 0.3228 -0.5771 0.249 1.131 1.184
H 0.1821 0.0698 -1.4403 0.218 -1.363 0.105
H -0.7189 -1.0281 1.6711 0.568 0.985 -0.268
O 0.8169 -2.0974 0.8985 -0.574 2.376 0.849
O 0.4528 -3.1029 -1.0943 -0.378 0.217 0.189
C 1.6813 1.6363 0.2084 -3.432 2.051 -3.089